This record from the OMol25 dataset describes a cluster of 11 separate species, C29H73Cl8N3O19P4 in total at a distorted geometry. The level of theory is ωB97M-V with the def2-TZVPD basis set.

XYZ file:
```
136
Properties=species:S:1:pos:R:3:forces:R:3
C 1.62487 17.80832 16.51325 0.8004 -0.8028 0.5107
O 0.84078 18.66458 15.70950 -0.3257 1.6494 -0.0207
P 0.46613 20.14344 16.29382 0.8456 0.6144 -0.9154
O 1.55659 20.91955 16.98143 -1.9627 -1.3440 -1.5913
O -0.30328 20.89198 15.00313 1.6063 -1.4725 1.4915
C -0.35053 20.28093 13.71000 0.0532 0.5198 -1.2513
O -0.74267 19.75778 17.22263 0.7870 -0.5656 -0.4293
C -1.75470 20.69318 17.51563 -0.2826 -0.0881 0.9696
H 2.64763 17.70592 16.15051 0.1459 0.7160 -0.0813
H 1.28993 16.77294 16.45067 -0.7693 0.2013 0.0330
H 1.63120 18.13530 17.55303 0.0726 -0.1069 -0.0245
H 0.21436 20.84030 12.96427 0.6482 0.4199 0.4400
H -1.34390 20.40913 13.28002 -0.3692 -0.5722 0.6113
H 0.04126 19.26681 13.63158 -0.4553 -0.0109 0.5061
H -2.65827 20.32278 17.03144 -0.0755 0.5583 -0.0454
H -1.45223 21.70850 17.25926 -0.3360 -0.0413 -0.1884
H -1.85482 20.61842 18.59845 -0.3924 0.3128 -0.0197
C 6.52676 8.26116 16.48902 -2.1980 0.3107 0.7844
O 7.35931 9.31214 16.12213 1.0426 2.5183 -1.1965
P 6.74948 10.80084 15.70111 0.0837 -1.3516 -1.4104
O 6.22470 10.97888 14.29809 0.7161 -0.4880 2.9691
O 5.61834 11.10030 16.80909 0.5743 -0.1323 -0.2874
C 5.80368 11.33811 18.20594 0.4997 1.3058 0.7378
O 8.07033 11.64615 16.01080 -1.1197 -1.5740 0.9238
C 8.06904 13.04066 16.06391 1.0372 1.6050 -1.1429
H 6.41840 8.28721 17.57331 0.0266 -0.2475 0.1707
H 6.78254 7.24145 16.20114 0.6905 0.4453 -0.4571
H 5.54497 8.51260 16.08781 -0.3471 -0.6721 -0.0050
H 6.82329 11.38523 18.58842 0.4602 -0.8686 -0.6186
H 5.21964 10.70581 18.87466 -0.1123 -0.3173 -0.6235
H 5.53969 12.37403 18.41875 -0.7004 0.0487 -0.2661
H 8.78103 13.32701 15.28984 -0.1280 0.3408 -0.1849
H 8.51036 13.46386 16.96627 -0.3474 -0.5521 0.4452
H 7.13221 13.54529 15.82769 -0.2320 -0.3659 0.1463
C -1.05044 4.61277 21.13126 -0.4949 -0.2906 0.6231
O 0.03771 3.88542 20.56156 2.1627 -0.0217 -0.4471
P 1.51702 4.53747 20.32829 -0.7484 -0.0991 1.3016
O 1.47474 5.87485 19.71638 0.5079 -1.1503 -0.4907
O 2.07851 4.65872 21.85493 -2.0993 -1.6496 -0.6721
C 3.31212 5.20084 22.12740 1.7976 1.3527 -0.1995
O 2.40722 3.34867 19.62741 -1.1888 2.7191 0.1641
C 2.53634 2.05361 20.14275 -0.8782 -1.3086 0.6735
H -1.76751 4.91671 20.36868 0.4071 0.3109 -0.1261
H -0.74070 5.42271 21.79169 0.1760 0.1953 -0.4231
H -1.59013 3.91665 21.77334 0.1113 -0.1815 -0.0195
H 3.88830 5.24437 21.20316 0.4441 0.0284 0.1462
H 3.88320 4.69660 22.90697 -0.3181 -0.7048 -0.1774
H 3.24602 6.21960 22.50930 -0.3951 0.2136 -0.2102
H 1.78568 1.84774 20.90578 0.0721 0.1915 0.2889
H 3.52167 1.84949 20.56178 0.0568 0.2780 -0.1988
H 2.28539 1.33351 19.36392 0.3881 0.1207 -0.2477
C -11.41147 7.92175 13.73197 0.3935 -0.4364 0.5812
O -9.99705 7.56928 13.65141 0.5828 0.9355 -0.1762
P -9.02843 8.14713 14.79629 0.0608 0.2905 1.0333
O -9.44959 7.77489 16.17838 0.9497 0.6370 -1.8629
O -7.54574 7.59793 14.37423 -1.3045 0.3361 0.8720
C -7.04253 7.85452 13.07971 -0.5858 0.5306 -1.7151
O -8.99894 9.78310 14.51413 -0.8004 -3.2269 -0.7827
C -8.56122 10.69686 15.46582 1.4160 1.1956 0.3522
H -11.48928 8.79587 14.37848 -0.4488 -0.1499 -0.0298
H -11.90305 7.03718 14.13693 -0.1199 0.2987 0.3036
H -11.87518 8.11545 12.76473 0.6831 0.1192 -0.1876
H -6.15637 7.30663 12.75931 0.0366 -0.3930 1.0353
H -6.81625 8.90587 12.90204 -0.0560 0.1733 0.3787
H -7.80923 7.58247 12.35427 -0.0650 0.0036 -0.1401
H -7.76643 11.26216 14.97915 -0.0427 0.3517 -0.0952
H -8.04551 10.27371 16.32784 -0.6082 -0.3445 0.2231
H -9.34844 11.40178 15.73318 -0.0835 -0.3067 0.2003
C -9.16997 16.88387 12.99288 -1.1037 -0.5618 -0.8917
N -7.85031 16.36450 12.91897 -0.7565 -0.4143 -0.7438
C -6.80347 16.86996 13.56064 1.0312 -1.9737 -0.8669
C -5.56399 16.07265 13.21277 0.8479 -0.0135 0.4143
O -6.84311 17.75952 14.35814 -0.0628 1.4394 0.9372
H -9.29626 17.82297 12.45413 0.1354 0.3686 0.5255
H -9.59351 16.87235 13.99716 0.1723 0.3470 -0.0432
H -9.72812 16.17487 12.38142 -0.5245 0.0185 0.2215
H -7.70861 15.60894 12.26389 0.1533 0.2640 0.2665
H -4.93092 16.62300 12.51675 0.1799 0.2135 0.3225
H -5.71124 15.09799 12.74751 -0.4780 0.0667 0.0089
H -5.06593 15.87901 14.16279 0.4155 0.2147 -0.1794
C -5.84431 11.19826 7.86463 -0.3109 0.1014 -0.8514
N -7.27753 10.84115 7.88101 1.4723 -0.2960 0.1266
C -8.17182 11.46758 8.68168 -1.1892 0.0332 0.2998
C -9.57518 10.84087 8.64233 0.6266 -0.6206 0.6092
O -7.92481 12.44864 9.35614 0.1337 0.0183 -0.1614
H -5.19974 10.41065 8.25490 -0.1989 0.1111 0.5243
H -5.66607 12.17193 8.32103 -0.1957 -0.3385 0.3043
H -5.53519 11.29651 6.82401 -0.0669 0.0902 -0.1419
H -7.44219 9.86804 7.66642 -0.3395 0.2511 -0.1434
H -9.78936 10.37153 7.68214 -0.3278 0.5945 -0.1509
H -10.33413 11.49009 9.07891 0.1139 0.2427 -0.6542
H -9.58426 9.98622 9.31879 0.2861 -0.1617 0.2838
C 1.02894 13.11621 11.52830 0.0953 0.1488 0.2929
N 1.23757 11.86071 12.14565 0.2684 -2.0207 0.9540
C 0.31202 11.05350 12.71535 -2.0159 0.3225 0.8412
C 0.88301 9.81182 13.35962 0.0267 -0.4222 -0.4465
O -0.91211 11.28314 12.79331 1.9439 0.0331 -0.6826
H 0.05971 13.08108 11.03085 0.2219 0.3466 -0.1428
H 1.89076 13.20878 10.86740 -0.4287 0.6466 -0.3506
H 1.05620 13.86602 12.31896 -0.1938 0.5641 -0.3855
H 2.17391 11.62351 12.44077 0.0270 0.1128 -0.3594
H 0.08109 9.08053 13.46085 0.0470 0.1878 0.2373
H 1.33924 10.03136 14.32489 -0.1203 0.0273 0.0391
H 1.64069 9.35784 12.72093 0.1607 0.0472 0.0356
Cl -1.80309 17.83385 6.75753 -0.4386 -0.3116 0.3477
C -1.90613 19.44046 5.97958 1.5634 -0.6301 0.0297
C -1.23958 19.27626 4.59913 -0.4709 1.1082 0.1813
Cl -2.31868 18.53644 3.40781 -0.1014 -0.2179 -0.1141
H -1.22967 20.03761 6.59106 -0.1469 0.2746 -0.1134
H -2.92030 19.82352 6.09274 0.1421 -0.1383 -0.6594
H -0.30984 18.70904 4.64326 -0.3190 -0.1941 0.3031
H -0.95758 20.25045 4.19971 -0.2175 0.1112 0.0275
Cl 4.69800 18.19535 10.41504 0.3079 0.4321 -0.4348
C 4.80790 19.36924 9.02853 -1.2809 -0.0039 0.6153
C 4.62753 18.61492 7.73760 0.7199 -0.1191 0.1267
Cl 4.68720 19.85218 6.44594 -0.0331 -0.2698 -0.1779
H 5.69277 20.00218 9.09557 0.1277 -0.5249 -0.0253
H 3.93751 20.01635 9.13693 0.1327 0.0836 0.1947
H 3.68466 18.07050 7.68572 0.0373 0.2750 0.0554
H 5.44221 17.89998 7.62250 -0.0269 0.1214 -0.3504
Cl -2.38012 13.79348 19.09758 0.1919 0.0432 -0.1132
C -2.79038 12.27702 18.25980 0.3653 -0.7565 0.4483
C -2.38621 11.03760 19.10055 -0.4440 0.7432 -0.3504
Cl -3.25717 11.01694 20.64824 -0.1962 -0.1359 0.1930
H -2.24972 12.22259 17.31491 -0.0166 0.2106 0.0284
H -3.86153 12.33736 18.06717 0.1267 -0.3191 0.0689
H -1.32832 11.02463 19.36284 -0.0815 0.1347 -0.3044
H -2.65507 10.13003 18.56006 0.0663 0.0717 0.0084
Cl -1.31288 1.27121 13.08720 -0.7297 -0.1280 -0.0592
C -0.04349 1.48890 14.28861 1.1625 0.3381 -0.6548
C 0.66171 2.83280 14.01775 -0.4238 -0.2676 0.8767
Cl 1.56593 2.92327 12.48595 -0.1945 -0.1586 0.2298
H 0.61618 0.63700 14.12368 0.2009 0.2037 0.2143
H -0.41281 1.44903 15.31336 -0.2717 0.1530 -0.1957
H 1.34670 3.05683 14.83550 0.1691 -0.1347 -0.1287
H -0.09604 3.61616 14.03400 0.0881 0.0060 -0.2716
```
Positions in Å, forces in eV/Å.

The value obtained for the electronic energy is -211971.971 eV. The value obtained for the LUMO energy is 0.002 Ha. The value obtained for the maximum force is 3.42 eV/A. The calculation puts the highest occupied orbital energy at -9.444 eV. As for the energy above the lowest of the compared OMol25 structures with the same formula, charge and spin: 0.000 eV. Its SMILES is COP(=O)(OC)OC.COP(=O)(OC)OC.COP(=O)(OC)OC.COP(=O)(OC)OC.CNC(C)=O.CNC(C)=O.CNC(C)=O.ClCCCl.ClCCCl.ClCCCl.ClCCCl.